(1)
{
  "formula": "C20H26N4O8",
  "method": "ωB97M-V with the def2-TZVPD basis set",
  "e_lumo_ev": 0.29,
  "fmax_ev_per_a": 9.76,
  "spin_multiplicity": 1,
  "e_tot_ev": -43499.9064,
  "e_homo_ha": -0.27722,
  "smiles": "Oc1ccc(O)cc1.Oc1ccc(O)cc1.Oc1ccc(O)cc1.NC(N)=O.NC(N)=O",
  "symbols": ["O", "O", "O", "O", "O", "O", "O", "O", "N", "N", "N", "N", "C", "C", "C", "C", "C", "C", "C", "C", "C", "C", "C", "C", "C", "C", "C", "C", "C", "C", "C", "C", "H", "H", "H", "H", "H", "H", "H", "H", "H", "H", "H", "H", "H", "H", "H", "H", "H", "H", "H", "H", "H", "H", "H", "H", "H", "H"],
  "xyz": [[24.78, -29.06, 16.31], [15.70, -33.69, 14.80], [12.72, -33.89, 23.05], [18.27, -30.23, 17.82], [13.77, -29.36, 20.81], [14.30, -27.43, 22.52], [20.37, -30.33, 19.40], [15.80, -34.91, 18.65], [13.20, -25.58, 23.44], [16.84, -32.64, 16.42], [13.79, -25.55, 21.50], [17.09, -32.12, 14.40], [13.96, -33.18, 21.09], [21.37, -30.10, 17.20], [13.91, -35.50, 21.67], [14.81, -33.43, 19.97], [15.88, -30.12, 17.97], [23.85, -29.61, 18.50], [15.06, -34.70, 19.71], [17.19, -30.05, 18.55], [13.81, -26.31, 22.58], [23.71, -29.49, 17.13], [14.68, -29.94, 18.73], [13.44, -34.19, 21.88], [14.69, -35.78, 20.56], [21.48, -30.07, 18.60], [16.13, -29.42, 20.54], [22.75, -29.97, 19.19], [17.25, -29.77, 19.89], [14.85, -29.54, 19.98], [16.53, -32.87, 15.23], [22.54, -29.89, 16.43], [12.93, -33.08, 23.52], [16.35, -35.70, 18.59], [19.08, -30.19, 18.34], [17.06, -32.32, 13.41], [16.15, -29.17, 21.59], [14.98, -36.73, 20.13], [22.68, -30.19, 20.25], [20.51, -30.51, 20.33], [15.19, -32.61, 19.39], [18.14, -29.76, 20.50], [17.32, -31.80, 16.71], [22.51, -29.93, 15.36], [13.92, -28.88, 21.63], [15.84, -30.18, 16.89], [12.87, -25.97, 24.31], [14.40, -25.77, 20.73], [17.91, -31.58, 14.64], [13.98, -32.10, 21.17], [13.67, -29.98, 18.34], [13.32, -24.66, 21.51], [16.59, -33.31, 17.13], [12.90, -24.65, 23.17], [25.61, -29.39, 16.67], [20.47, -30.24, 16.61], [13.69, -36.28, 22.37], [24.75, -29.58, 19.09]]
}

***

(2)
{
  "formula": "C20H26N8O2",
  "method": "ωB97M-V with the def2-TZVPD basis set",
  "e_lumo_ev": -0.28,
  "fmax_ev_per_a": 5.51,
  "spin_multiplicity": 1,
  "e_tot_ev": -37171.1806,
  "e_homo_ha": -0.36451,
  "smiles": "O=[N+]([O-])c1ccccc1.CC#N.CC#N.CC#N.CC#N.CC#N.CC#N.CC#N",
  "symbols": ["O", "O", "N", "N", "N", "N", "N", "N", "N", "N", "C", "C", "C", "C", "C", "C", "C", "C", "C", "C", "C", "C", "C", "C", "C", "C", "C", "C", "C", "C", "H", "H", "H", "H", "H", "H", "H", "H", "H", "H", "H", "H", "H", "H", "H", "H", "H", "H", "H", "H", "H", "H", "H", "H", "H", "H"],
  "xyz": [[7.73, 0.61, 2.12], [7.97, 1.58, 0.24], [7.34, 0.93, 1.09], [-3.06, 4.69, -3.37], [2.22, 0.17, -3.72], [-2.65, 0.93, -1.47], [4.31, -5.47, 2.50], [-4.96, 0.65, 1.27], [0.42, -1.19, 1.22], [-0.84, -6.28, -1.07], [5.04, 0.35, 1.91], [-5.67, 1.39, 1.87], [-1.59, 0.38, 1.59], [2.68, -3.74, 1.47], [3.16, 0.63, 0.50], [1.40, -0.42, -3.10], [5.88, 0.74, 0.87], [3.59, -4.71, 1.99], [5.32, 1.05, -0.33], [-3.63, 1.16, -2.03], [3.65, 0.34, 1.76], [-1.23, -3.79, -0.56], [-6.56, 2.17, 2.67], [-2.61, 4.43, -2.37], [-2.02, 4.05, -1.07], [-0.53, -0.54, 1.35], [-1.01, -5.18, -0.81], [-4.89, 1.39, -2.73], [3.96, 1.15, -0.52], [0.27, -1.12, -2.38], [-5.73, 0.97, -2.18], [0.64, -1.70, -1.53], [-0.72, -3.40, 0.33], [-2.81, 3.63, -0.45], [1.68, -4.17, 1.52], [-4.81, 0.86, -3.68], [-0.98, -3.24, -1.46], [-5.01, 2.45, -2.95], [-1.48, 1.06, 0.75], [5.49, 0.06, 2.85], [-1.57, 4.84, -0.46], [3.64, 1.21, -1.55], [-1.23, 3.30, -1.11], [2.98, 0.09, 2.58], [-7.24, 2.69, 1.99], [2.08, 0.63, 0.40], [-2.31, -3.69, -0.50], [-0.42, -0.36, -2.04], [-7.08, 1.57, 3.41], [2.83, -3.60, 0.40], [5.85, 1.48, -1.17], [-5.94, 2.91, 3.18], [2.66, -2.82, 2.05], [-2.43, -0.20, 1.22], [-1.56, 0.83, 2.59], [-0.20, -1.76, -3.12]]
}

***

(3)
{
  "formula": "C20H27AuBN6OS3",
  "method": "ωB97M-V with the def2-TZVPD basis set",
  "e_lumo_ev": [-6.28, -6.31],
  "fmax_ev_per_a": 1.46,
  "spin_multiplicity": 1,
  "e_tot_ev": -69036.4236,
  "e_homo_ha": [-0.41326, -0.41136],
  "charge": 1,
  "symbols": ["Au", "S", "S", "S", "O", "N", "N", "N", "N", "N", "N", "C", "C", "C", "C", "C", "C", "C", "C", "C", "C", "C", "C", "C", "C", "C", "C", "C", "C", "C", "C", "B", "H", "H", "H", "H", "H", "H", "H", "H", "H", "H", "H", "H", "H", "H", "H", "H", "H", "H", "H", "H", "H", "H", "H", "H", "H", "H", "H"],
  "xyz": [[0.06, -1.42, 2.06], [-1.91, -0.11, 2.43], [2.35, -0.61, 2.42], [0.61, -3.79, 2.23], [-0.10, -0.56, -0.13], [2.05, -3.84, -0.11], [-2.24, 2.46, 2.01], [0.15, -4.95, -0.15], [3.16, -1.59, -0.01], [2.86, 0.58, 0.07], [-1.22, 1.44, 0.27], [0.73, 2.04, -4.26], [3.46, -1.08, -1.22], [-2.76, 2.49, 3.37], [-1.73, 1.36, 1.47], [-3.48, 3.62, 0.22], [0.00, 2.86, -3.41], [-4.21, 2.04, 3.48], [-0.16, 1.08, -1.81], [-1.06, -5.55, 0.31], [-0.45, 2.39, -2.19], [0.74, -5.10, -1.37], [3.28, 0.27, -1.19], [1.91, -4.41, -1.33], [0.96, -4.16, 0.60], [0.54, 0.25, -2.68], [-0.53, 0.56, -0.46], [-2.33, 3.68, 1.22], [2.78, -0.57, 0.77], [0.99, 0.73, -3.90], [2.58, 1.89, 0.59], [3.30, -3.08, 0.43], [2.67, -4.31, -2.08], [3.79, -1.71, -2.02], [2.84, 2.63, -0.16], [1.09, 2.43, -5.20], [-1.82, -4.79, 0.49], [1.54, 0.09, -4.56], [1.53, 1.98, 0.85], [-1.02, 3.02, -1.53], [-4.43, 3.49, 0.73], [-4.33, 1.04, 3.08], [-2.65, 3.51, 3.74], [-0.22, 3.88, -3.69], [0.29, -5.69, -2.14], [0.73, -0.78, -2.40], [4.26, -3.54, -0.10], [-2.14, 1.83, 3.98], [-2.48, 4.51, 1.90], [3.32, -3.15, 1.61], [-3.35, 2.79, -0.47], [3.43, 1.03, -1.94], [-3.52, 4.54, -0.35], [-4.88, 2.72, 2.96], [-1.39, 3.82, 0.69], [-4.49, 2.02, 4.53], [-0.87, -6.07, 1.26], [-1.42, -6.26, -0.43], [3.18, 2.04, 1.50]]
}

***

(4)
{
  "formula": "C20H27BrN4O2RuS2Se2Te2",
  "method": "ωB97M-V with the def2-TZVPD basis set",
  "e_lumo_ev": [2.11, 0.90],
  "fmax_ev_per_a": 0.64,
  "spin_multiplicity": 2,
  "e_tot_ev": -270813.6550,
  "e_homo_ha": [-0.15692, -0.15900],
  "charge": -1,
  "symbols": ["Te", "Te", "Ru", "Br", "Se", "Se", "S", "S", "O", "O", "N", "N", "N", "N", "C", "C", "C", "C", "C", "C", "C", "C", "C", "C", "C", "C", "C", "C", "C", "C", "C", "C", "C", "C", "H", "H", "H", "H", "H", "H", "H", "H", "H", "H", "H", "H", "H", "H", "H", "H", "H", "H", "H", "H", "H", "H", "H", "H", "H", "H", "H"],
  "xyz": [[-5.73, 2.69, 0.56], [-2.48, 4.24, 2.10], [-0.30, 0.47, 0.12], [-1.77, 3.56, -1.41], [-3.91, 1.15, 0.23], [-2.12, 1.78, 1.69], [1.82, 1.75, 0.54], [-0.31, -1.08, 2.01], [1.47, -1.68, -2.83], [0.98, -0.82, -0.82], [0.96, 4.28, 0.40], [-0.46, 1.15, -1.91], [0.78, 3.33, 2.44], [-1.64, -1.07, -0.14], [3.07, 4.52, 4.24], [-1.08, 2.18, -2.49], [-3.01, -2.73, -1.12], [1.43, 4.43, -0.96], [-1.41, -1.84, 0.94], [0.83, 2.26, 3.43], [-2.40, -1.50, -1.15], [0.12, 0.25, -2.73], [-2.01, -3.11, 1.03], [0.03, 0.31, -4.11], [1.14, 3.20, 1.16], [2.90, 4.87, -1.02], [2.19, 2.10, 4.09], [2.42, 7.36, -0.71], [0.95, -0.85, -2.09], [-0.67, 1.36, -4.69], [-1.22, 2.32, -3.86], [3.20, 6.14, -0.23], [2.64, 3.25, 4.99], [-2.81, -3.54, 0.00], [1.34, 7.24, -0.55], [-1.75, 3.17, -4.25], [2.23, 5.01, 3.76], [-2.53, -0.81, -1.98], [3.51, 4.05, -0.63], [-3.62, -3.05, -1.95], [3.48, 2.90, 5.59], [0.09, 4.06, 2.62], [2.57, 7.53, -1.78], [1.32, 3.48, -1.48], [2.94, 1.91, 3.31], [0.54, 1.32, 2.95], [2.14, 1.18, 4.69], [3.00, 5.97, 0.83], [0.07, 2.49, 4.17], [-0.77, 1.43, -5.76], [-1.82, -3.72, 1.90], [0.78, 5.16, -1.45], [3.54, 5.23, 4.93], [1.84, 3.49, 5.69], [-3.28, -4.52, 0.05], [3.79, 4.27, 3.46], [0.35, 5.00, 0.78], [4.27, 6.35, -0.30], [3.17, 5.01, -2.07], [2.73, 8.26, -0.18], [0.53, -0.46, -4.67]]
}

***

(5)
{
  "formula": "C20H27ClN3O9P",
  "method": "ωB97M-V with the def2-TZVPD basis set",
  "e_lumo_ev": -0.70,
  "fmax_ev_per_a": 2.95,
  "spin_multiplicity": 1,
  "e_tot_ev": -65879.3519,
  "e_homo_ha": -0.34041,
  "smiles": "CCCCCCN(C(=O)OCOO)P(O)Cl.O=[N+]([O-])c1ccccc1.O=[N+]([O-])c1ccccc1",
  "symbols": ["Cl", "P", "O", "O", "O", "O", "O", "O", "O", "O", "O", "N", "N", "N", "C", "C", "C", "C", "C", "C", "C", "C", "C", "C", "C", "C", "C", "C", "C", "C", "C", "C", "C", "C", "H", "H", "H", "H", "H", "H", "H", "H", "H", "H", "H", "H", "H", "H", "H", "H", "H", "H", "H", "H", "H", "H", "H", "H", "H", "H", "H"],
  "xyz": [[-4.91, 3.88, 0.79], [-5.94, 4.40, -0.97], [-6.44, 2.95, -1.53], [-2.47, 7.47, -2.36], [6.64, -7.25, 2.53], [-2.73, 8.72, -3.01], [5.46, -5.46, 2.70], [-1.22, -2.21, 1.66], [0.00, -1.48, 0.05], [-4.63, 6.96, -1.59], [-4.83, 6.32, -3.77], [-4.74, 4.65, -2.16], [6.17, -6.23, 2.07], [-0.14, -1.99, 1.13], [-2.35, 0.79, 1.76], [1.07, -2.38, 1.87], [3.33, -3.07, 3.27], [5.98, -4.75, 0.12], [6.48, -5.91, 0.67], [-4.73, 6.02, -2.59], [-3.77, 0.79, -0.42], [-3.47, 0.14, 0.95], [3.44, -2.46, 2.03], [2.30, -2.11, 1.32], [-3.28, 2.61, -2.14], [0.93, -2.98, 3.11], [-2.77, 1.82, -0.91], [2.08, -3.33, 3.81], [6.29, -4.45, -1.20], [7.57, -6.48, -1.37], [7.27, -6.79, -0.05], [-3.36, 4.12, -1.95], [7.08, -5.31, -1.94], [-3.32, 7.39, -1.27], [-1.85, 9.02, -3.27], [-2.93, 4.43, -1.00], [-3.43, 8.37, -0.84], [-4.24, 2.23, -2.46], [-2.38, 0.38, 2.76], [4.41, -2.25, 1.61], [-3.24, -0.90, 0.82], [-0.04, -3.18, 3.52], [-2.83, 6.75, -0.55], [-2.61, 2.39, -2.95], [4.22, -3.33, 3.82], [5.90, -3.54, -1.65], [-2.54, 1.85, 1.87], [7.64, -7.69, 0.40], [-1.39, 0.62, 1.31], [-1.89, 1.27, -1.22], [7.33, -5.07, -2.97], [1.99, -3.80, 4.78], [-4.78, 1.18, -0.43], [8.19, -7.15, -1.94], [-6.89, 2.48, -0.82], [2.38, -1.64, 0.35], [-4.36, 0.17, 1.56], [5.35, -4.09, 0.70], [-2.49, 2.54, -0.16], [-2.74, 4.56, -2.72], [-3.78, 0.00, -1.15]]
}

***

(6)
{
  "formula": "C20H27ClN4OS",
  "method": "ωB97M-V with the def2-TZVPD basis set",
  "e_lumo_ev": 0.64,
  "fmax_ev_per_a": 0.87,
  "spin_multiplicity": 1,
  "e_tot_ev": -52543.4443,
  "e_homo_ha": -0.29109,
  "smiles": "CN1CCN(CCCN(Cc2ccco2)C(=S)Nc2ccc(Cl)cc2)CC1",
  "symbols": ["Cl", "S", "O", "N", "N", "N", "N", "C", "C", "C", "C", "C", "C", "C", "C", "C", "C", "C", "C", "C", "C", "C", "C", "C", "C", "C", "C", "H", "H", "H", "H", "H", "H", "H", "H", "H", "H", "H", "H", "H", "H", "H", "H", "H", "H", "H", "H", "H", "H", "H", "H", "H", "H", "H"],
  "xyz": [[7.38, 0.52, -0.08], [-0.36, 0.09, 2.52], [-2.17, 3.20, -0.51], [-2.35, -2.81, 0.06], [1.65, -0.38, 0.96], [0.51, 1.65, 0.58], [-0.56, -0.86, -1.01], [-1.81, 2.57, 0.64], [3.80, -1.18, 0.26], [0.17, 1.36, -1.90], [-3.48, 2.99, -0.68], [5.14, -0.98, 0.02], [1.06, 1.86, -0.75], [-3.05, -3.50, 1.13], [-2.69, -1.40, 0.03], [-2.90, 1.97, 1.20], [-0.39, 2.67, 1.09], [0.64, 0.50, 1.27], [-2.00, -0.73, -1.14], [5.70, 0.27, 0.23], [-0.92, -2.94, 0.20], [4.93, 1.31, 0.71], [-0.23, -2.27, -0.99], [3.58, 1.11, 0.96], [2.99, -0.13, 0.72], [0.16, -0.16, -2.06], [-3.99, 2.23, 0.33], [-3.77, -1.30, -0.08], [2.03, 1.38, -0.83], [-3.94, 3.42, -1.55], [-2.35, -1.19, -2.08], [-2.80, -3.10, 2.12], [1.20, -0.52, -2.05], [-2.91, 1.40, 2.11], [0.85, -2.39, -0.90], [2.99, 1.92, 1.36], [-0.66, -4.01, 0.21], [5.38, 2.27, 0.90], [0.58, 1.78, -2.82], [-0.56, -2.48, 1.14], [-2.79, -4.56, 1.10], [-0.26, -0.41, -3.05], [-0.84, 1.74, -1.78], [-0.56, -2.77, -1.91], [-5.00, 1.91, 0.45], [-4.12, -3.40, 0.97], [-2.39, -0.90, 0.97], [-0.38, 2.60, 2.18], [1.20, 2.94, -0.87], [5.75, -1.79, -0.34], [3.36, -2.15, 0.10], [-2.27, 0.33, -1.15], [1.44, -1.33, 1.25], [0.01, 3.65, 0.79]]
}

***

(7)
{
  "formula": "C20H27CrN5OS2",
  "method": "ωB97M-V with the def2-TZVPD basis set",
  "e_lumo_ev": [-4.68, -3.86],
  "fmax_ev_per_a": 2.42,
  "spin_multiplicity": 2,
  "e_tot_ev": -80762.7221,
  "e_homo_ha": [-0.38593, -0.38887],
  "charge": 1,
  "symbols": ["Cr", "S", "S", "O", "N", "N", "N", "N", "N", "C", "C", "C", "C", "C", "C", "C", "C", "C", "C", "C", "C", "C", "C", "C", "C", "C", "C", "C", "C", "H", "H", "H", "H", "H", "H", "H", "H", "H", "H", "H", "H", "H", "H", "H", "H", "H", "H", "H", "H", "H", "H", "H", "H", "H", "H", "H"],
  "xyz": [[1.40, -1.12, -0.56], [1.29, 1.52, 3.24], [2.22, -0.84, 1.70], [-0.42, -0.68, -0.03], [1.21, -3.14, -0.08], [3.34, -1.74, -1.15], [1.85, 0.89, -0.55], [0.41, -1.98, -2.43], [1.46, 1.43, 0.60], [-3.41, 3.60, 3.52], [-2.35, 0.70, -0.12], [1.64, 0.79, 1.70], [0.16, -3.42, -2.28], [-1.24, 2.68, 3.03], [1.71, 0.98, -2.95], [-3.98, 2.34, 3.43], [-2.05, 3.77, 3.34], [-0.36, 1.22, -1.41], [-2.95, 1.83, -0.63], [1.06, 0.86, -1.60], [-1.81, 1.42, 2.95], [-1.04, 0.37, -0.48], [0.22, 2.92, 2.77], [2.50, -3.83, -0.21], [-2.28, 2.64, -1.55], [-1.00, 2.32, -1.94], [-3.17, 1.25, 3.16], [3.37, -3.20, -1.31], [0.07, -3.73, -0.79], [-0.83, -3.26, -0.39], [-1.62, 4.75, 3.43], [0.75, -1.79, -3.37], [0.58, 3.77, 3.35], [2.98, -3.44, -2.30], [-1.19, 0.56, 2.75], [-3.59, 0.26, 3.11], [1.54, 2.00, -3.32], [4.39, -3.60, -1.23], [-0.47, 2.95, -2.64], [-4.03, 4.45, 3.74], [3.76, -1.30, -1.96], [-0.48, -1.49, -2.33], [0.41, 3.10, 1.71], [3.93, -1.49, -0.35], [-0.76, -3.73, -2.77], [3.03, -3.73, 0.74], [0.00, -4.81, -0.63], [2.78, 0.83, -2.87], [-2.76, 3.52, -1.94], [-3.94, 2.10, -0.31], [2.36, -4.90, -0.41], [0.98, -3.98, -2.73], [-2.87, 0.05, 0.57], [-5.04, 2.20, 3.58], [0.97, -3.15, 0.91], [1.29, 0.30, -3.69]]
}

***

(8)
{
  "formula": "C20H27FIN3O3Sn",
  "method": "ωB97M-V with the def2-TZVPD basis set",
  "e_lumo_ev": -2.12,
  "fmax_ev_per_a": 8.05,
  "spin_multiplicity": 1,
  "e_tot_ev": -48431.5908,
  "e_homo_ha": -0.14685,
  "symbols": ["I", "Sn", "F", "O", "O", "O", "N", "N", "N", "C", "C", "C", "C", "C", "C", "C", "C", "C", "C", "C", "C", "C", "C", "C", "C", "C", "C", "C", "C", "H", "H", "H", "H", "H", "H", "H", "H", "H", "H", "H", "H", "H", "H", "H", "H", "H", "H", "H", "H", "H", "H", "H", "H", "H", "H", "H"],
  "xyz": [[0.52, 5.34, -0.81], [-0.71, 4.40, -2.99], [3.07, -2.00, -0.99], [-2.09, 2.88, -2.61], [-3.00, 3.70, -0.66], [0.38, 2.23, -1.57], [1.97, -3.26, 1.35], [-1.60, 0.08, 1.22], [3.03, -5.51, 2.50], [3.93, -4.37, 2.28], [-1.71, 1.67, -0.59], [0.24, 0.20, -0.37], [0.75, 3.35, -4.12], [1.99, -1.44, -0.33], [-2.14, -0.35, 2.43], [-2.27, 1.04, 0.49], [-0.31, 1.43, -0.91], [-3.59, -0.61, 2.57], [-2.10, 5.71, -2.60], [1.40, -2.12, 0.76], [0.17, -1.61, 1.26], [-1.13, 5.19, -4.72], [1.62, -5.19, 2.80], [1.46, -0.29, -0.87], [3.35, -3.60, 1.10], [1.10, -4.38, 1.62], [-3.00, 0.56, 3.23], [-2.34, 2.82, -1.30], [-0.40, -0.44, 0.71], [0.31, 2.38, -4.36], [-3.22, 1.55, 2.81], [1.61, -4.63, 3.74], [-3.88, -1.44, 3.22], [3.41, -6.09, 3.27], [-0.12, 5.47, -5.07], [-3.28, 1.28, 0.81], [1.03, -5.04, 0.73], [4.93, -4.75, 2.05], [3.44, -4.22, 0.18], [1.58, 3.22, -3.42], [3.96, -3.78, 3.19], [-1.48, -1.02, 3.02], [-1.60, 6.52, -2.06], [-2.87, 0.52, 4.31], [-4.23, -0.45, 1.69], [3.94, -2.68, 0.96], [1.95, 0.24, -1.68], [-1.76, 6.23, -4.72], [3.04, -6.05, 1.65], [1.06, -6.12, 2.92], [1.06, 3.85, -5.05], [-1.70, 4.44, -5.31], [0.09, -4.02, 1.84], [-0.33, -2.14, 2.07], [-2.62, 6.21, -3.51], [-2.91, 5.12, -2.13]]
}